The following is a DFT calculation (ωB97M-V/def2-TZVPD) of an isolated molecule of C4H4O at a distorted geometry.

Output
* total energy: -6257.92926 eV
* highest occupied orbital energy: -0.3305 hartree
* Kohn-Sham gap: 10.1038 eV
* F_max: 0.116 Eh/bohr
* SMILES: c1ccoc1

```
9
C4H4O, DFT ωB97M-V/def2-TZVPD
C -0.8174 0.5771 -0.0504
C -0.3337 -0.6056 -0.6925
C 0.8372 -0.9027 -0.0714
O 1.1490 -0.0052 0.8942
C 0.0626 0.7676 0.9840
H -1.7612 1.0839 -0.2315
H -0.7974 -1.1555 -1.4967
H 1.5607 -1.6907 -0.1919
H 0.1002 1.9310 0.8562
```